A 27-piece molecular cluster, C27H108O27 overall at a distorted geometry. Source: the OMol25 dataset; level of theory: ωB97M-V/def2-TZVPD.

For the strongest force on any atom, the calculation gives 2.5 eV/Å. The relative energy (zero: lowest compared OMol25 entry of this formula, charge and spin) comes out at 231.9 kcal/mol. The calculation puts the lowest unoccupied orbital energy at -0.027 eV. As for the charge: 0. For the frontier orbital gap, the calculation gives 9.427 eV. The total energy comes out at -85021.329 eV.

Last columns: bonded neighbours and bond lengths (Å).
Positions of all 162 atoms, in Å:
1 C -1.5083 2.8461 -6.3478  O2 1.396, H3 1.090, H4 1.090, H5 1.090
2 O -0.3839 3.2873 -5.6481  C1 1.396, H6 0.960
3 H -1.4534 3.1591 -7.3905  C1 1.090
4 H -1.5269 1.7563 -6.3499  C1 1.090
5 H -2.4624 3.2334 -5.9902  C1 1.090
6 H -0.3189 2.8554 -4.7932  O2 0.960
7 C 0.0597 -1.4969 6.8110  O8 1.399, H9 1.090, H10 1.090, H11 1.090
8 O 0.7717 -1.8244 5.6524  C7 1.399, H12 0.960
9 H 0.5867 -0.7206 7.3657  C7 1.090
10 H -0.9082 -1.1366 6.4623  C7 1.090
11 H -0.2056 -2.4128 7.3390  C7 1.090
12 H 0.1387 -1.8497 4.9311  O8 0.960
13 C 0.4063 -1.0534 -5.9794  O14 1.453, H15 1.090, H16 1.090, H17 1.090
14 O -0.4937 -1.4395 -7.0528  C13 1.453, H18 0.960
15 H 0.7633 -1.8922 -5.3819  C13 1.090
16 H 1.2243 -0.4041 -6.2915  C13 1.090
17 H -0.2193 -0.4363 -5.3346  C13 1.090
18 H -1.0496 -2.1425 -6.7088  O14 0.960
19 C 2.5157 1.6151 -4.0229  O20 1.416, H21 1.090, H22 1.090, H23 1.090
20 O 1.8024 0.9011 -3.0298  C19 1.416, H24 0.960
21 H 3.3632 0.9515 -4.1948  C19 1.090
22 H 1.9141 1.6293 -4.9318  C19 1.090
23 H 2.7495 2.5997 -3.6180  C19 1.090
24 H 2.3856 0.2670 -2.6063  O20 0.960
25 C -4.0025 0.7047 1.1054  O26 1.456, H27 1.090, H28 1.090, H29 1.090
26 O -5.3238 1.2625 1.3542  C25 1.456, H30 0.960
27 H -3.8238 0.6504 0.0315  C25 1.090
28 H -3.2219 1.3700 1.4741  C25 1.090
29 H -3.8026 -0.2939 1.4941  C25 1.090
30 H -5.9722 0.7596 0.8559  O26 0.960
31 C 6.0834 1.9112 2.7425  O32 1.370, H33 1.090, H34 1.090, H35 1.090
32 O 5.2052 1.9543 3.7927  C31 1.370, H36 0.960
33 H 6.9314 1.3445 3.1270  C31 1.090
34 H 5.6323 1.4267 1.8766  C31 1.090
35 H 6.5393 2.8407 2.4013  C31 1.090
36 H 5.7444 2.2870 4.5140  O32 0.960
37 C 1.4679 -3.4328 2.2139  O38 1.454, H39 1.090, H40 1.090, H41 1.090
38 O 2.4951 -3.5321 1.1895  C37 1.454, H42 0.960
39 H 1.8651 -3.1200 3.1795  C37 1.090
40 H 0.6496 -2.7920 1.8854  C37 1.090
41 H 1.0675 -4.4302 2.3952  C37 1.090
42 H 2.8419 -2.6487 1.0447  O38 0.960
43 C -3.8115 0.2600 -5.2719  O44 1.420, H45 1.090, H46 1.090, H47 1.090
44 O -5.0264 0.9684 -5.0793  C43 1.420, H48 0.960
45 H -3.0015 0.7157 -4.7024  C43 1.090
46 H -3.8804 -0.7390 -4.8415  C43 1.090
47 H -3.5344 0.0881 -6.3120  C43 1.090
48 H -5.0176 1.7541 -5.6310  O44 0.960
49 C 5.3000 -1.9176 4.1534  O50 1.435, H51 1.090, H52 1.090, H53 1.090
50 O 6.5071 -2.6036 3.7907  C49 1.435, H54 0.960
51 H 5.4641 -1.1845 4.9431  C49 1.090
52 H 4.9522 -1.3183 3.3120  C49 1.090
53 H 4.6158 -2.6756 4.5349  C49 1.090
54 H 7.1770 -1.9991 3.4629  O50 0.960
55 C -1.4446 -5.8382 1.2791  O56 1.415, H57 1.090, H58 1.090, H59 1.090
56 O -2.7353 -6.1103 0.7658  C55 1.415, H60 0.960
57 H -0.6755 -6.1998 0.5965  C55 1.090
58 H -1.2518 -4.7733 1.4087  C55 1.090
59 H -1.2262 -6.3721 2.2040  C55 1.090
60 H -2.9097 -7.0437 0.9068  O56 0.960
61 C 3.2632 -2.2419 -2.9906  O62 1.404, H63 1.090, H64 1.090, H65 1.090
62 O 3.3313 -1.1228 -2.1461  C61 1.404, H66 0.960
63 H 3.9698 -3.0003 -2.6536  C61 1.090
64 H 2.2904 -2.7313 -2.9437  C61 1.090
65 H 3.5408 -2.0176 -4.0205  C61 1.090
66 H 3.2865 -1.4414 -1.2416  O62 0.960
67 C 1.6575 -5.5011 -1.5068  O68 1.403, H69 1.090, H70 1.090, H71 1.090
68 O 1.9080 -5.8760 -0.1786  C67 1.403, H72 0.960
69 H 2.5957 -5.5361 -2.0606  C67 1.090
70 H 0.9653 -6.1526 -2.0402  C67 1.090
71 H 1.2486 -4.4909 -1.5306  C67 1.090
72 H 2.1356 -5.0898 0.3229  O68 0.960
73 C 2.2279 0.0073 3.6449  O74 1.414, H75 1.090, H76 1.090, H77 1.090
74 O 3.0760 0.4788 2.6167  C73 1.414, H78 0.960
75 H 1.7738 0.8856 4.1037  C73 1.090
76 H 1.4664 -0.6489 3.2235  C73 1.090
77 H 2.7712 -0.6325 4.3404  C73 1.090
78 H 3.6901 1.1374 2.9494  O74 0.960
79 C -5.3725 -4.0735 -3.9948  O80 1.432, H81 1.090, H82 1.090, H83 1.090
80 O -3.9887 -4.1645 -3.6380  C79 1.432, H84 0.960
81 H -5.9721 -4.6168 -3.2644  C79 1.090
82 H -5.7286 -3.0449 -4.0537  C79 1.090
83 H -5.6080 -4.5246 -4.9587  C79 1.090
84 H -3.9827 -4.0793 -2.6818  O80 0.960
85 C -1.5842 2.0543 -2.3598  O86 1.440, H87 1.090, H88 1.090, H89 1.090
86 O -0.4344 2.2941 -3.1928  C85 1.440, H90 0.960
87 H -1.3977 2.5139 -1.3892  C85 1.090
88 H -2.3616 2.6471 -2.8417  C85 1.090
89 H -1.7857 0.9834 -2.3318  C85 1.090
90 H 0.3068 1.9095 -2.7191  O86 0.960
91 C 1.0681 5.3154 -2.0278  O92 1.416, H93 1.090, H94 1.090, H95 1.090
92 O 0.7271 6.6306 -2.4264  C91 1.416, H96 0.960
93 H 0.7712 4.6525 -2.8406  C91 1.090
94 H 2.1531 5.2153 -1.9998  C91 1.090
95 H 0.7545 5.0608 -1.0155  C91 1.090
96 H 1.0919 6.7582 -3.3051  O92 0.960
97 C -0.7290 3.2962 1.9441  O98 1.404, H99 1.090, H100 1.090, H101 1.090
98 O -0.7592 4.2023 3.0159  C97 1.404, H102 0.960
99 H 0.3067 3.3428 1.6076  C97 1.090
100 H -0.9903 2.2729 2.2137  C97 1.090
101 H -1.4480 3.6119 1.1881  C97 1.090
102 H -0.7772 5.0817 2.6313  O98 0.960
103 C 3.3532 2.4249 -0.4565  O104 1.419, H105 1.090, H106 1.090, H107 1.090
104 O 3.7522 3.7334 -0.8320  C103 1.419, H108 0.960
105 H 3.9866 2.0760 0.3591  C103 1.090
106 H 2.3150 2.3111 -0.1449  C103 1.090
107 H 3.5100 1.6474 -1.2042  C103 1.090
108 H 4.4056 3.6219 -1.5265  O104 0.960
109 C -4.7490 -3.2920 -0.4637  O110 1.444, H111 1.090, H112 1.090, H113 1.090
110 O -3.7048 -4.1561 -0.9615  C109 1.444, H114 0.960
111 H -4.2507 -2.5265 0.1312  C109 1.090
112 H -5.1977 -2.7278 -1.2813  C109 1.090
113 H -5.4348 -3.9433 0.0782  C109 1.090
114 H -3.3946 -4.6956 -0.2305  O110 0.960
115 C -0.8863 -1.9596 -2.6648  O116 1.449, H117 1.090, H118 1.090, H119 1.090
116 O -1.7393 -2.0361 -1.4962  C115 1.449, H120 0.960
117 H -1.3418 -1.4043 -3.4847  C115 1.090
118 H 0.0375 -1.4983 -2.3158  C115 1.090
119 H -0.5905 -2.9634 -2.9698  C115 1.090
120 H -2.4195 -2.7132 -1.5192  O116 0.960
121 C -1.5883 -1.8054 2.9195  O122 1.413, H123 1.090, H124 1.090, H125 1.090
122 O -1.1295 -2.7664 3.8489  C121 1.413, H126 0.960
123 H -2.5640 -1.4774 3.2782  C121 1.090
124 H -0.9183 -0.9485 2.8493  C121 1.090
125 H -1.6840 -2.2592 1.9331  C121 1.090
126 H -1.8615 -3.3402 4.0865  O122 0.960
127 C -5.3561 2.2314 -1.8629  O128 1.402, H129 1.090, H130 1.090, H131 1.090
128 O -4.7606 2.9584 -0.8227  C127 1.402, H132 0.960
129 H -5.1896 2.7060 -2.8299  C127 1.090
130 H -4.9970 1.2084 -1.9754  C127 1.090
131 H -6.4064 2.1405 -1.5860  C127 1.090
132 H -4.9148 2.5185 0.0165  O128 0.960
133 C -3.9921 4.0000 3.0026  O134 1.419, H135 1.090, H136 1.090, H137 1.090
134 O -5.3244 3.5122 2.9768  C133 1.419, H138 0.960
135 H -3.8150 4.4213 2.0130  C133 1.090
136 H -3.7198 4.6620 3.8247  C133 1.090
137 H -3.2771 3.1897 3.1448  C133 1.090
138 H -5.3321 2.6863 2.4876  O134 0.960
139 C -0.6305 2.3257 6.0999  O140 1.437, H141 1.090, H142 1.090, H143 1.090
140 O -1.7745 2.6234 5.2830  C139 1.437, H144 0.960
141 H -0.8978 2.5037 7.1415  C139 1.090
142 H -0.2681 1.3064 5.9662  C139 1.090
143 H 0.2082 2.9452 5.7823  C139 1.090
144 H -1.4464 3.0628 4.4951  O140 0.960
145 C 5.1451 -1.0189 0.4324  O146 1.389, H147 1.090, H148 1.090, H149 1.090
146 O 3.7638 -0.9991 0.5749  C145 1.389, H150 0.960
147 H 5.4768 -1.6490 -0.3928  C145 1.090
148 H 5.4928 0.0104 0.3446  C145 1.090
149 H 5.6070 -1.4901 1.3001  C145 1.090
150 H 3.5194 -0.5677 1.3970  O146 0.960
151 C 0.4237 -0.0693 0.2438  O152 1.419, H153 1.090, H154 1.090, H155 1.090
152 O -0.9935 -0.0799 0.3200  C151 1.419, H156 0.960
153 H 0.8399 0.6717 0.9263  C151 1.090
154 H 0.9195 -1.0213 0.4331  C151 1.090
155 H 0.7802 0.0959 -0.7729  C151 1.090
156 H -1.3558 -0.7030 -0.3140  O152 0.960
157 C 2.7789 4.5817 3.0454  O158 1.440, H159 1.090, H160 1.090, H161 1.090
158 O 2.6563 5.1269 1.7179  C157 1.440, H162 0.960
159 H 2.2502 5.1940 3.7759  C157 1.090
160 H 2.2651 3.6205 3.0603  C157 1.090
161 H 3.8462 4.4707 3.2366  C157 1.090
162 H 3.0873 4.5925 1.0469  O158 0.960